2 unconnected molecules or ions with the total composition C7H13N4 in a non-equilibrium geometry, computed with ωB97M-V/def2-TZVPD.

```
24
Properties=species:S:1:pos:R:3:forces:R:3
C 1.525 1.804 0.123 0.40 -0.40 -0.56
C 1.771 0.895 1.159 0.67 0.58 -1.18
C 1.310 1.350 -1.172 -1.51 0.83 -0.69
C 1.661 -0.428 0.861 -0.57 -0.83 0.91
C 1.146 0.005 -1.451 0.17 -0.16 0.53
C 1.234 -0.888 -0.348 -0.26 0.16 -2.53
C -2.467 -0.363 0.579 2.10 -1.83 -1.88
N -2.279 -1.662 0.599 -0.37 -1.74 -0.10
N 0.932 -2.261 -0.477 -2.06 3.26 1.60
N -1.602 0.458 0.040 -1.23 -0.85 1.17
N -1.714 1.802 0.375 -2.59 1.00 -2.58
H 1.531 2.856 0.106 0.36 1.21 1.19
H 2.239 1.024 2.102 -0.18 1.25 0.82
H 1.031 2.115 -1.970 0.88 -1.12 1.04
H 1.800 -1.149 1.652 0.13 -0.17 0.13
H 0.983 -0.240 -2.503 -0.15 -0.59 0.51
H -3.418 -0.061 0.817 -1.91 1.29 1.22
H -2.993 -2.329 0.857 -0.64 0.79 0.37
H -1.570 -2.246 0.165 1.04 1.08 -0.04
H 1.672 -2.677 -0.061 2.42 -2.78 1.14
H -0.708 0.083 -0.217 0.74 -0.01 -0.46
H -2.032 2.336 -0.511 1.14 -0.87 2.02
H 0.758 -2.448 -1.393 -0.10 -1.39 -3.04
H -0.811 2.025 0.668 1.54 1.29 0.43
```
Forces are in eV/Å.

## Properties
LUMO level = -3.28 eV
highest occupied orbital energy = -0.4482 hartree
E_tot = -493.2665 Eh
energy above the lowest of the compared OMol25 structures with the same formula, charge and spin = 2.2287 eV
total charge = +1